# C23H23N6O3RhSSeTe

A structure of composition C23H23N6O3RhSSeTe (ωB97M-V/def2-TZVPD, the OMol25 dataset).

Cartesian coordinates (Å):
C: -4.104 -4.895 -3.415
C: -1.603 -3.699 -3.416
H: -0.886 -5.551 -4.234
H: 3.326 1.639 5.355
N: 3.736 1.767 -1.210
N: -0.093 2.450 0.508
H: 4.653 1.648 -0.788
N: -2.965 4.293 3.912
H: -3.420 4.197 1.305
C: -2.708 -2.993 -2.959
Rh: 1.918 1.616 0.198
H: -3.306 -0.901 -2.669
H: -4.826 -3.035 -2.626
H: 4.233 0.550 -2.827
C: -1.747 -5.005 -3.866
H: 0.345 -3.230 -2.529
C: -2.493 -1.587 -2.442
C: -1.862 3.724 3.500
C: -1.590 3.415 2.097
N: 1.780 1.948 2.398
H: -3.110 -6.617 -4.220
H: -2.301 -1.570 -1.366
C: 0.614 2.493 2.807
H: 0.573 -0.842 2.469
C: -0.950 2.720 -0.470
H: 0.343 -3.236 -4.303
C: 1.390 -1.400 2.016
C: 2.769 -1.971 -0.260
H: 2.845 -1.818 -1.336
C: 1.352 2.447 5.087
Se: -2.833 4.442 5.675
Te: -0.689 -0.949 -3.376
C: 2.537 1.888 4.660
H: -5.082 -5.355 -3.429
H: 2.413 -2.975 -0.030
C: -0.252 -3.018 -3.419
H: -2.829 3.575 -1.050
C: -2.487 3.704 1.065
H: 2.320 -1.215 2.553
C: -0.390 2.797 1.776
C: 0.368 2.762 4.149
C: -2.162 3.360 -0.227
C: -0.904 3.385 4.514
S: 1.534 -0.842 0.338
H: -0.650 2.410 -1.463
H: 1.165 2.654 6.133
C: 2.187 0.519 -2.514
O: 0.255 -1.138 -0.350
O: 1.328 1.243 -1.912
H: 3.725 -1.772 0.225
O: 1.977 -0.335 -3.367
N: -1.234 3.678 5.745
C: -2.997 -5.603 -3.861
C: 2.713 1.655 3.303
H: 3.639 1.234 2.929
H: 1.157 -2.464 1.988
C: -3.961 -3.591 -2.965
H: 3.718 2.677 -1.677
N: 3.521 0.718 -2.130

gap between HOMO and LUMO (spin up / spin down) = 7.525 / 6.080 eV
2S+1 = 5
net charge = +2
ΔE to the lowest compared entry with this formula, charge and spin = 78.31 kJ/mol
HOMO energy (spin up / spin down) = -0.4952 / -0.4947 Eh